1.
A structure of composition C55H40ClN4O6Tl at a distorted geometry. Source: the OMol25 dataset; level of theory: ωB97M-V/def2-TZVPD.

Each line ends with the Mulliken charge.
CARTESIAN COORDINATES (ANGSTROEM)
Tl  0.18801  -0.08518  -0.28623  1.95
C  3.39335  6.78067  -6.36851  -0.86
O  2.65516  5.57967  -6.45967  -0.46
C  2.53480  4.82852  -5.33795  0.98
C  1.75047  3.68071  -5.45263  -0.94
C  1.57104  2.85202  -4.36691  -0.14
C  2.16727  3.13680  -3.13103  -0.28
C  2.93427  4.28762  -3.02811  -0.60
C  3.12335  5.13005  -4.11747  -0.60
C  1.92181  2.20043  -2.00504  1.51
C  1.25193  2.68159  -0.86386  0.52
C  0.81254  4.02849  -0.63777  -1.50
C  0.13617  4.03989  0.54047  -0.99
C  0.11342  2.68599  1.03120  0.23
N  0.84735  1.90848  0.19018  -0.62
C  -0.72408  2.24535  2.08696  0.98
C  -1.18732  0.93030  2.30638  0.18
C  -2.15326  0.51438  3.28728  -1.24
C  -2.45535  -0.78793  3.03725  -1.53
C  -1.62264  -1.22711  1.95561  0.56
C  -1.50134  -2.53862  1.43185  1.19
C  -2.58516  -3.52856  1.67863  -0.36
C  -3.12075  -3.83254  2.93249  -0.14
C  -4.16673  -4.72302  3.06907  -1.01
C  -4.71735  -5.35686  1.95924  0.91
O  -5.74333  -6.21031  2.19732  -0.47
C  -6.24725  -6.95067  1.10453  -0.81
C  -4.18826  -5.08689  0.70273  -0.75
C  -3.14499  -4.18261  0.57723  -0.43
C  -0.40622  -2.96918  0.64844  0.31
N  0.60841  -2.16936  0.18603  -0.44
C  1.55903  -2.95506  -0.38224  -0.08
C  2.75466  -2.50517  -1.02498  0.55
C  3.95848  -3.35265  -0.97201  0.79
C  4.04470  -4.48686  -0.14820  -0.88
C  5.14526  -5.32876  -0.15119  -0.78
C  6.25373  -5.02296  -0.92880  0.82
O  7.36470  -5.78564  -1.03397  -0.46
C  7.34997  -7.05266  -0.40658  -0.85
C  6.26671  -3.80930  -1.61439  -1.27
C  5.15524  -2.99935  -1.62849  -0.38
C  2.78096  -1.25618  -1.71328  0.25
C  3.52432  -0.90929  -2.89397  -1.62
C  3.22694  0.38345  -3.20837  -1.10
C  2.32696  0.86615  -2.20492  0.06
N  2.03664  -0.17383  -1.35915  -0.39
C  1.11615  -4.32441  -0.31220  -1.78
C  -0.08726  -4.33264  0.31814  -1.03
N  -0.87381  -0.16308  1.54630  -0.19
C  -1.23450  3.31938  2.97672  -0.16
C  -0.33034  4.14307  3.64114  -0.54
C  -0.75540  5.15929  4.48536  -0.68
C  -2.11558  5.37604  4.67165  0.87
O  -2.63822  6.33095  5.48103  -0.46
C  -1.73634  7.22595  6.10096  -0.86
C  -3.03271  4.57541  3.99325  -0.95
C  -2.59877  3.56349  3.16207  -0.40
H  3.30107  7.26361  -7.33733  0.25
H  4.44900  6.58406  -6.16109  0.34
H  2.98976  7.44299  -5.59789  0.34
H  1.28387  3.46562  -6.40539  0.43
H  0.93994  1.97672  -4.45512  0.54
H  3.41920  4.52897  -2.08992  0.54
H  3.73026  6.01822  -4.00316  0.38
H  0.95223  4.85254  -1.31801  0.52
H  -0.35558  4.88158  0.99956  0.59
H  -2.54101  1.12330  4.08484  0.71
H  -3.16972  -1.38945  3.57145  0.57
H  -2.68702  -3.40803  3.82751  0.67
H  -4.57993  -4.94940  4.04389  0.43
H  -7.07597  -7.53605  1.49284  0.25
H  -5.48609  -7.62337  0.69873  0.34
H  -6.61525  -6.30274  0.30511  0.31
H  -4.57667  -5.56137  -0.18799  0.36
H  -2.75850  -3.97715  -0.41024  0.65
H  3.25814  -4.70762  0.55352  0.64
H  5.13250  -6.20897  0.47779  0.38
H  8.29851  -7.52023  -0.65470  0.25
H  6.52918  -7.67034  -0.78134  0.35
H  7.26635  -6.96356  0.67990  0.33
H  7.17478  -3.51797  -2.12628  0.43
H  5.22828  -2.05478  -2.14082  0.69
H  4.13007  -1.57751  -3.48208  0.75
H  3.61404  0.95183  -4.03814  0.58
H  1.60909  -5.16618  -0.76684  0.80
H  -0.69008  -5.19367  0.54889  0.66
H  0.73165  3.97706  3.51059  0.47
H  -0.01705  5.76565  4.99141  0.41
H  -2.34656  7.94148  6.64486  0.25
H  -1.13434  7.75680  5.35802  0.35
H  -1.07295  6.71061  6.80076  0.33
H  -4.08875  4.77113  4.12956  0.44
H  -3.32335  2.97308  2.61618  0.75
Cl  -6.98664  0.56021  0.47782  -0.27
C  -5.33879  0.76637  -0.04241  0.10
C  -4.73266  2.02872  0.10481  -0.56
C  -3.43734  2.22827  -0.27950  -0.26
C  -2.64371  1.16374  -0.80411  -0.02
O  -1.42357  1.35699  -1.12804  -0.53
C  -3.29707  -0.09982  -0.96787  0.99
C  -2.58189  -1.19544  -1.53285  -0.36
O  -1.36389  -1.26871  -1.73613  -0.56
C  -4.64267  -0.27309  -0.58383  -0.99
H  -5.30638  2.83987  0.53630  0.42
H  -2.96143  3.19565  -0.16969  0.46
H  -3.20232  -2.06019  -1.82217  0.49
H  -5.10751  -1.24690  -0.69309  0.39

Properties
HOMO (alpha / beta): -6.4401 / -6.4134 eV
Molar mass: 1092.78 g/mol
LUMO energy (alpha / beta): -1.4 / -1.4 eV
Kohn-Sham gap (alpha / beta): 5.035 / 5.023 eV
Energy: -93142.84084 eV

2.
A structure of composition C55H40F9NO19S2 at a distorted geometry. Source: the OMol25 dataset; level of theory: ωB97M-V/def2-TZVPD.

Each line ends with the Mulliken charge.
CARTESIAN COORDINATES (ANGSTROEM)
O  -2.77738  2.44719  0.78935  -0.62
S  -2.39871  1.14819  0.39025  1.01
O  -2.85419  0.15402  1.30282  -0.48
F  -0.85524  0.96807  0.27732  -0.05
N  -2.98547  0.87086  -1.14036  0.13
S  -4.73144  0.98507  -1.16481  -0.14
C  -2.46363  -0.40719  -1.71505  -0.80
C  -1.53058  -0.09781  -2.92455  -0.41
O  -0.58024  0.91584  -2.65411  -0.20
C  -0.90969  2.14537  -3.25953  -0.88
C  0.37845  2.95856  -3.51465  0.64
F  1.26684  2.06835  -4.01882  -0.32
F  0.21388  3.87398  -4.47888  -0.31
C  1.05011  3.54571  -2.25542  1.07
F  2.17980  4.19392  -2.54789  -0.28
F  1.41983  2.50690  -1.48439  -0.37
C  0.14225  4.46104  -1.35683  0.38
F  0.97793  5.33380  -0.74728  -0.27
F  -0.41865  3.77184  -0.37922  -0.25
C  -0.89900  5.32013  -2.10766  0.17
F  -0.32604  6.26235  -2.86794  -0.26
F  -1.62290  5.95096  -1.15459  -0.29
H  -5.08024  0.24286  -2.24439  0.10
H  -3.27964  -1.03030  -2.10147  0.30
H  -1.85156  -0.95909  -0.99172  0.42
H  -0.96507  -1.02384  -3.09072  0.36
H  -2.18232  0.11799  -3.78089  0.31
H  -1.37333  2.01961  -4.25001  0.48
H  -1.62980  2.65415  -2.60127  0.29
H  -1.61383  4.76163  -2.72014  0.31
C  3.82949  1.61352  -0.21496  -0.11
C  3.97879  1.86912  1.08148  -0.28
C  4.77006  0.97432  1.95308  0.22
O  4.90040  1.20671  3.13908  -0.50
C  5.39512  -0.21697  1.32866  -0.33
C  5.24853  -0.47284  0.03091  -0.58
C  4.45259  0.42479  -0.84457  0.38
O  4.31801  0.19265  -2.02650  -0.57
H  3.25263  2.25576  -0.86026  0.30
H  3.53122  2.73452  1.55614  0.55
H  5.97105  -0.85904  1.98410  0.52
H  5.69578  -1.33731  -0.44326  0.43
C  -5.19007  -3.93963  4.51119  -0.40
C  -6.27941  -3.23551  4.80610  -0.45
C  -6.38910  -1.79959  4.44484  0.30
O  -7.38186  -1.15892  4.71539  -0.55
C  -5.23897  -1.18124  3.74187  -0.35
C  -4.14965  -1.88595  3.44731  -0.33
C  -4.04220  -3.31917  3.80857  0.34
O  -3.04702  -3.96181  3.53583  -0.54
H  -5.09043  -4.98719  4.76642  0.43
H  -7.12869  -3.67001  5.31801  0.40
H  -5.33607  -0.13394  3.48513  0.48
H  -3.30109  -1.45002  2.93455  0.65
C  3.09356  7.63948  -2.15347  -0.27
C  4.14370  7.02923  -1.60997  -0.30
C  5.01710  7.72411  -0.63443  0.40
O  5.97556  7.16894  -0.13821  -0.58
C  4.67543  9.12505  -0.28733  -0.38
C  3.62560  9.73549  -0.83090  -0.40
C  2.75056  9.03959  -1.80634  0.30
O  1.79225  9.59429  -2.29916  -0.55
H  2.44421  7.14741  -2.86664  0.42
H  4.40753  6.00708  -1.85075  0.49
H  5.32438  9.61563  0.42703  0.42
H  3.36103  10.75718  -0.58977  0.41
C  -6.65549  -4.32997  -3.49320  -0.44
C  -5.91074  -3.28745  -3.13610  -0.29
C  -4.71923  -2.89171  -3.92158  0.33
O  -4.03606  -1.93717  -3.59182  -0.41
C  -4.38582  -3.69432  -5.11807  -0.47
C  -5.12922  -4.73736  -5.47770  -0.24
C  -6.32303  -5.13702  -4.69391  0.34
O  -7.00173  -6.08559  -5.02083  -0.55
H  -7.52945  -4.63654  -2.93271  0.42
H  -6.13683  -2.68607  -2.26387  0.46
H  -3.51115  -3.38719  -5.67730  0.45
H  -4.89967  -5.33753  -6.34930  0.32
C  3.82738  -0.39582  5.47041  -0.07
C  2.76777  0.40990  5.44341  -0.28
C  1.65674  0.25742  6.41240  0.12
O  0.69157  0.99199  6.38556  -0.60
C  1.76917  -0.82812  7.41372  -0.45
C  2.82524  -1.63519  7.44072  -0.10
C  3.94000  -1.48127  6.47370  -0.09
O  4.90402  -2.22012  6.50248  -0.59
H  4.64318  -0.29250  4.76845  0.62
H  2.66996  1.20860  4.71747  0.63
H  0.94808  -0.92635  8.11208  0.44
H  2.92117  -2.43643  8.16228  0.41
C  6.02861  5.19672  3.79557  -0.42
C  7.03342  5.44622  4.63116  -0.39
C  6.96572  5.04497  6.05744  0.35
O  7.88021  5.27379  6.81995  -0.56
C  5.73608  4.35374  6.51576  -0.43
C  4.73141  4.10433  5.68018  -0.30
C  4.79965  4.50584  4.25504  0.40
O  3.88365  4.27633  3.49380  -0.54
H  6.05939  5.48265  2.75089  0.54
H  7.93844  5.94871  4.31430  0.43
H  5.70554  4.06788  7.55948  0.43
H  3.82602  3.60146  5.99642  0.47
C  -4.88053  -8.55068  -7.96926  -0.25
C  -5.52720  -9.39273  -8.77092  -0.37
C  -5.41302  -9.29098  -10.24649  0.34
O  -6.00277  -10.05569  -10.97767  -0.53
C  -4.54909  -8.21542  -10.79293  -0.34
C  -3.90283  -7.37381  -9.99051  -0.43
C  -4.01788  -7.47682  -8.51655  0.50
O  -3.42635  -6.70935  -7.78343  -0.57
H  -4.95213  -8.60825  -6.89042  0.42
H  -6.16102  -10.18323  -8.39003  0.41
H  -4.47750  -8.15716  -11.87150  0.40
H  -3.26883  -6.58281  -10.37055  0.41
C  -0.11624  -4.05730  3.87317  -0.35
C  0.21327  -4.09790  2.58514  -0.44
C  1.60093  -3.84520  2.13636  0.34
O  1.90178  -3.87848  0.96058  -0.59
C  2.61135  -3.54585  3.17883  -0.40
C  2.28615  -3.50596  4.46826  -0.38
C  0.89465  -3.76041  4.91882  0.11
O  0.59578  -3.72384  6.09444  -0.56
H  -1.12671  -4.23657  4.21187  0.64
H  -0.51276  -4.31348  1.81133  0.49
H  3.62092  -3.36261  2.83178  0.50
H  3.01588  -3.28814  5.23710  0.64

Properties
HOMO: -9.6603 eV
Molar mass: 1254.03 g/mol
LUMO energy: -2.3 eV
Kohn-Sham gap: 7.388 eV
Energy: -144192.60919 eV

energy of number 2 (C55H40F9NO19S2)? -144192.60919 eV

Which of these has the highest molar mass? C55H40F9NO19S2

Among the records above, which one has the lowest molar mass? C55H40ClN4O6Tl

Among the records above, which one has the lowest energy? C55H40F9NO19S2